No. 1
C26H23N9NiO3S as an isolated structure. Source: OMol25; level of theory: ωB97M-V/def2-TZVPD.

Structure (ORCA input):
```
! RIJCOSX wB97M-V def2-TZVPD def2/J DEFGRID3
* xyz 0 3
Ni 0.0030 -0.1121 -1.2104
C 2.4225 3.8431 3.4698
C 1.4070 4.1474 2.3805
N 0.6194 2.9685 2.0874
C -0.0213 2.7208 0.9043
S 0.2740 3.6533 -0.4858
N -0.9410 1.7695 1.0174
N -1.2918 1.0147 -0.0287
C -2.5470 0.7760 -0.2334
C -3.6447 1.5674 0.3964
C -2.8393 -0.4268 -1.0229
C -4.1119 -0.7449 -1.4884
C -4.3014 -1.9309 -2.1726
C -3.2274 -2.7890 -2.3673
C -1.9936 -2.4055 -1.8785
N -1.8042 -1.2596 -1.2273
H 3.0306 4.7244 3.6752
H 3.0839 3.0305 3.1633
H 1.9317 3.5510 4.4012
H 1.9009 4.4502 1.4602
H 0.7636 4.9791 2.6909
H 0.2619 2.4449 2.8726
H -3.2206 2.4298 0.9015
H -4.2067 0.9725 1.1218
H -4.3422 1.9149 -0.3684
H -4.9329 -0.0610 -1.3306
H -5.2795 -2.1848 -2.5599
H -3.3367 -3.7259 -2.8938
H -1.1142 -3.0213 -2.0234
O 0.6782 -5.5990 4.5300
C -0.2721 -4.8041 3.9900
O -1.4205 -4.9550 4.2900
C 0.1878 -3.7464 3.0307
C 1.4095 -3.7907 2.3702
C 1.7650 -2.7838 1.4862
C 0.8955 -1.7247 1.2616
C -0.3391 -1.6832 1.9002
C -0.6836 -2.6890 2.7815
N 1.2123 -0.7069 0.3257
C 2.3471 -0.1415 0.3400
C 2.6757 0.8366 -0.7048
C 3.9478 1.3596 -0.8369
C 4.1901 2.2439 -1.8786
C 3.1516 2.5699 -2.7299
C 1.8997 2.0108 -2.5084
N 1.6682 1.1656 -1.5195
H 1.5599 -5.3089 4.2681
H 2.0871 -4.6283 2.4905
H 2.6952 -2.8417 0.9349
H -1.0060 -0.8527 1.7095
H -1.6357 -2.6767 3.2943
H 3.0820 -0.3559 1.1162
H 4.7294 1.0733 -0.1455
H 5.1729 2.6739 -2.0166
H 3.2936 3.2599 -3.5489
H 1.0503 2.2754 -3.1241
O 0.6405 -1.1885 -2.9475
N -0.2024 -0.2460 -3.1608
C -0.9613 -0.2267 -4.2152
C -1.9330 0.8207 -4.3263
N -2.7221 1.6491 -4.4345
C -0.8778 -1.2361 -5.2317
N -0.8282 -2.0496 -6.0414
*
```

The value obtained for the LUMO energy (spin up / spin down) is -1.247 / -1.261 eV. The relative energy (zero: lowest compared OMol25 entry of this formula, charge and spin) is 93.31 kJ/mol. The value obtained for the HOMO-LUMO gap (spin up / spin down) is 5.9 / 5.9 eV. The expectation value of S² is 2.010.

=====

No. 2
A 2-piece molecular cluster, C26H23NO2 overall at a distorted geometry. Source: OMol25; level of theory: ωB97M-V/def2-TZVPD.

Structure (ORCA input):
```
! RIJCOSX wB97M-V def2-TZVPD def2/J DEFGRID3
* xyz 0 1
C -6.3050 1.9561 -0.6693
C -5.4222 0.7372 -0.9659
C -4.0414 1.2374 -0.6766
C -4.1346 2.6052 -0.3199
O -5.4079 3.0846 -0.3292
C -2.9885 3.3550 -0.0029
C -1.7708 2.7228 -0.0144
C -1.6320 1.3423 -0.3921
C -0.3692 0.6864 -0.4878
C 0.8645 1.3547 -0.7043
C 2.0711 0.6415 -0.4355
C 3.2952 1.2650 -0.5454
C 3.3590 2.6291 -0.9390
O 4.6175 3.1441 -0.9467
C 5.5300 2.0559 -0.5213
C 4.6888 0.7874 -0.3026
C 2.1981 3.3453 -1.2739
C 0.9851 2.6985 -1.2141
C -2.8137 0.6149 -0.7067
H -6.9110 2.2771 -1.5309
H -6.9657 1.7946 0.1961
H -5.7011 -0.1171 -0.3325
H -5.5559 0.4336 -2.0149
H -3.0974 4.4067 0.2380
H -0.8871 3.2882 0.2759
H -0.3530 -0.4008 -0.4500
H 2.0255 -0.4015 -0.1149
H 6.2801 1.9304 -1.3115
H 6.0228 2.3872 0.4033
H 4.8347 0.3905 0.7098
H 4.9749 0.0046 -1.0183
H 2.2801 4.3852 -1.5696
H 0.0830 3.2196 -1.5394
H -2.7370 -0.4295 -1.0127
C -1.6661 -2.4122 1.7304
C -0.6064 -2.5445 0.6910
C -1.0723 -2.6387 -0.6297
N -1.5484 -2.7044 -1.7133
C 0.6898 -3.0906 0.9958
C 1.0470 -3.5180 2.3133
C 2.2801 -4.1136 2.5697
C 3.2084 -4.3047 1.5377
C 2.8939 -3.8664 0.2470
C 1.6467 -3.3250 -0.0356
H -1.2779 -2.4693 2.7542
H -2.2176 -1.4674 1.6224
H -2.3882 -3.2388 1.5884
H 0.3287 -3.4148 3.1329
H 2.5129 -4.4492 3.5888
H 4.1418 -4.8254 1.7426
H 3.6300 -3.9787 -0.5526
H 1.3807 -3.0705 -1.0637
*
```

The value obtained for the LUMO energy is -2.116 eV. The relative energy (zero: lowest compared OMol25 entry of this formula, charge and spin) is 259.52 kJ/mol. The value obtained for the HOMO-LUMO gap is 3.4 eV.

=====

No. 3
C26H24As2F4N4ORuS as an isolated structure at a distorted geometry. Source: OMol25; level of theory: ωB97M-V/def2-TZVPD.

Structure (ORCA input):
```
! RIJCOSX wB97M-V def2-TZVPD def2/J DEFGRID3
* xyz 4 5
Ru 0.2326 0.6283 0.1094
C -1.6559 2.5672 -2.4048
As -0.6586 2.7300 -0.7531
C -1.8338 3.6585 0.4740
C 0.8195 3.9237 -1.1441
C 0.5960 5.2402 -1.5305
C 1.6842 6.0301 -1.8801
C 2.9747 5.5229 -1.8197
C 3.2000 4.2063 -1.4407
C 2.1103 3.4115 -1.1012
As 2.3585 1.5360 -0.6814
C 3.0551 0.7494 -2.3080
C 3.7668 1.3143 0.6284
H -1.9429 3.5684 -2.7254
H -2.5557 1.9774 -2.2344
H -1.0472 2.1057 -3.1797
H -2.1299 4.5995 0.0100
H -1.3108 3.8613 1.4055
H -2.7248 3.0607 0.6601
H -0.4049 5.6520 -1.5720
H 1.5157 7.0448 -2.2155
H 3.8187 6.1576 -2.0555
H 4.2083 3.8129 -1.3992
H 3.9912 1.2550 -2.5441
H 2.3590 0.8828 -3.1337
H 3.2502 -0.3104 -2.1511
H 4.6747 1.7903 0.2582
H 3.9517 0.2492 0.7626
H 3.4787 1.7669 1.5745
O 0.1093 0.8574 2.2636
S -0.4608 0.1588 3.5281
C 0.9018 0.1413 4.7578
C 0.5964 1.2239 5.7874
C -0.9225 1.3581 5.8533
C -1.4098 1.4472 4.4164
H 1.8319 0.2814 4.2091
H 0.8826 -0.8599 5.1888
H 1.0541 2.1744 5.5111
H 1.0048 0.9450 6.7580
H -1.2233 2.2499 6.4034
H -1.3737 0.5080 6.3686
H -1.1304 2.3872 3.9370
H -2.4733 1.2558 4.2889
F 0.9670 -4.6725 -1.6123
C -0.3080 -4.9536 -1.7436
C -0.7130 -6.1860 -2.1951
F 0.1836 -7.0666 -2.5078
C -2.1062 -6.5081 -2.3214
C -3.0481 -5.4825 -1.9774
C -2.6266 -4.2458 -1.5567
F -3.4929 -3.3075 -1.2515
C -1.2476 -3.9437 -1.4176
C -0.8312 -2.6791 -0.9707
C -1.5748 -1.4924 -0.6906
N -1.6711 -0.3812 -0.3864
C 0.4618 -2.1660 -0.6493
N 1.1946 -1.3408 -0.3041
F -4.3183 -5.7221 -2.0649
C -2.5330 -7.7814 -2.7619
C -1.6525 -8.8209 -3.1363
N -0.9776 -9.7019 -3.4645
C -3.8901 -8.1549 -2.8762
N -4.9844 -8.5136 -2.9917
*
```

The value obtained for the LUMO energy (spin up / spin down) is -14.433 / -15.805 eV. The value obtained for the HOMO-LUMO gap (spin up / spin down) is 5.0 / 3.6 eV. The expectation value of S² is 6.109.

=====

No. 4
C26H24BrFFeIN6O5 as an isolated structure. Source: OMol25; level of theory: ωB97M-V/def2-TZVPD.

Structure (ORCA input):
```
! RIJCOSX wB97M-V def2-TZVPD def2/J DEFGRID3
* xyz 2 6
Fe -0.0170 -0.1236 0.2366
Br -2.6660 0.0355 2.8402
C -3.1767 -0.4088 1.0793
C -4.5118 -0.6451 0.7970
C -4.8558 -0.9735 -0.5038
C -3.8683 -1.0568 -1.4749
C -2.5707 -0.7882 -1.1003
N -2.2240 -0.4728 0.1578
C -1.4164 -0.8325 -2.0737
O -1.5138 -1.3032 -3.1683
O -0.3165 -0.2918 -1.5647
H -5.2534 -0.5712 1.5781
H -5.8907 -1.1638 -0.7544
H -4.0796 -1.3173 -2.5019
F 6.1906 -0.3213 -2.6102
C 5.8722 0.1418 -1.3882
C 4.5858 0.0235 -0.9578
C 4.2124 0.5657 0.2779
C 2.8303 0.4961 0.7120
O 1.9961 -0.1567 0.0190
C 2.5179 1.1635 1.9195
C 3.5220 1.7303 2.6591
N 4.8069 1.7519 2.2879
C 5.7938 2.3891 3.1446
C 5.7212 2.1553 4.6200
C 6.8208 1.5277 3.8191
C 5.1795 1.2091 1.0618
C 6.5019 1.2910 0.6090
C 6.8716 0.7674 -0.6166
N 8.2100 0.8797 -1.0476
C 8.7662 -0.0651 -2.0011
C 10.2707 -0.1460 -1.8126
N 10.8697 1.2251 -1.9881
C 10.2525 2.2141 -1.0359
C 8.7488 2.2160 -1.2375
C 1.1215 1.2318 2.4542
O 0.8917 1.3530 3.6297
O 0.1893 1.1689 1.5181
H 3.8420 -0.4492 -1.5850
H 3.2846 2.1982 3.6052
H 6.0864 3.3717 2.7963
H 4.9496 1.4991 4.9978
H 5.9517 2.9923 5.2621
H 6.7575 0.4613 3.6477
H 7.8253 1.9155 3.9136
H 7.2542 1.7435 1.2380
H 8.5376 0.2070 -3.0408
H 8.3629 -1.0599 -1.8295
H 10.7289 -0.8089 -2.5438
H 10.5277 -0.4727 -0.8066
H 10.7099 1.5391 -2.9492
H 11.8818 1.1889 -1.8558
H 10.6890 3.1916 -1.2311
H 10.5173 1.8852 -0.0326
H 8.5167 2.5942 -2.2465
H 8.3079 2.9122 -0.5284
I 1.6380 -5.9153 1.3208
C 0.8404 -4.0441 1.6051
C 0.3056 -3.5260 2.7683
N -0.0995 -2.2786 2.4961
N 0.1327 -1.9576 1.2158
C 0.7112 -3.0227 0.6614
H 0.1796 -3.9634 3.7443
H -0.5722 -1.6196 3.1002
H 1.0029 -3.0135 -0.3770
*
```

The value obtained for the LUMO energy (spin up / spin down) is -5.158 / -5.988 eV. The relative energy (zero: lowest compared OMol25 entry of this formula, charge and spin) is 14.76 kJ/mol. The value obtained for the HOMO-LUMO gap (spin up / spin down) is 8.0 / 7.1 eV. The expectation value of S² is 8.759.